# 1
10
Properties=species:S:1:pos:R:3 method="wB97M-V/def2-TZVPD" orbital_gap_ev="8.392 / 8.394" homo_energy_ev="-8.69 / -8.69"
C -0.422 -1.806 0.568
N 0.795 -1.279 1.078
N 1.105 -0.189 0.788
P 0.651 2.362 -0.535
S -0.352 0.599 -0.708
H -0.652 -1.228 -0.392
H -1.174 -1.612 1.386
H -0.216 -2.895 0.290
H 0.644 2.719 -1.886
H -0.378 3.329 -0.587

# 2
6
Properties=species:S:1:pos:R:3 method="wB97M-V/def2-TZVPD" orbital_gap_ev=8.048 homo_energy_ev=-3.25 total_charge=-1
C -0.795 0.842 0.764
N 1.372 -1.928 -1.136
N 0.412 0.139 -0.716
N -1.507 1.750 0.594
N 0.891 -0.906 -0.915
H -0.374 0.103 1.408

# 3
16
Properties=species:S:1:pos:R:3 method="wB97M-V/def2-TZVPD" orbital_gap_ev=9.624 homo_energy_ev=-8.94 smiles="C=CO.CCO"
C -3.187 0.488 -2.338
C -2.435 0.329 -1.238
O -1.093 0.480 -1.199
H -4.227 0.777 -2.258
H -2.876 0.085 -3.297
H -2.853 0.075 -0.277
H -0.785 0.741 -2.076
C 2.065 -1.226 1.295
C 1.801 0.165 1.833
O 2.389 1.152 0.970
H 3.117 -1.497 1.241
H 1.693 -1.924 2.057
H 1.549 -1.458 0.372
H 2.316 0.286 2.776
H 0.725 0.307 1.940
H 1.803 1.220 0.200

# 4
34
Properties=species:S:1:pos:R:3 method="wB97M-V/def2-TZVPD" orbital_gap_ev=7.093 homo_energy_ev=-13.77 total_charge=+1
C 2.029 0.236 0.930
C 0.695 -0.223 0.184
Cl -0.492 1.063 -0.239
C 0.494 -1.597 -0.156
Cl 1.853 -2.726 0.321
S -1.032 -2.189 -1.060
C -0.947 -4.075 -1.018
F -2.009 -4.679 -1.687
F 0.222 -4.467 -1.720
C -0.879 -4.700 0.460
F -1.916 -5.659 0.553
F -1.070 -3.774 1.479
F 0.303 -5.458 0.610
S -2.805 -1.478 -0.086
O -2.591 -1.146 1.368
O -3.287 -0.273 -0.858
C -4.245 -2.704 -0.195
F -5.371 -1.934 0.178
F -4.160 -3.729 0.736
F -4.499 -3.124 -1.502
H 2.863 0.290 0.148
H 2.339 -0.445 1.783
H 1.859 1.280 1.328
C 1.091 5.245 0.079
C 1.802 4.908 -1.221
O 3.153 4.636 -0.844
S 3.168 3.980 0.637
O 3.250 2.553 0.498
O 4.068 4.729 1.455
O 1.648 4.359 1.053
H 1.303 6.271 0.392
H 0.012 5.105 0.008
H 1.761 5.724 -1.942
H 1.389 4.002 -1.674

# 5
40
Properties=species:S:1:pos:R:3 method="wB97M-V/def2-TZVPD" orbital_gap_ev=8.955 homo_energy_ev=-8.37 smiles="Cc1cc(C(=O)NC[C@@H]2CCCO2)n(-c2ccccc2)n1"
C -2.903 -4.110 0.493
C -2.265 -2.783 0.036
C -1.235 -2.552 -0.495
C -1.152 -1.267 -0.853
C -0.086 -0.277 -1.397
O -0.233 0.593 -2.218
N 1.180 -0.764 -0.832
C 2.260 0.054 -1.276
C 2.896 0.734 -0.101
C 4.292 1.252 -0.219
C 5.225 0.457 0.420
C 4.360 -0.035 1.656
O 3.053 -0.100 1.286
N -2.317 -0.681 -0.239
C -2.863 0.467 -0.025
C -2.569 1.852 -0.938
C -3.224 2.907 -0.554
C -3.922 3.125 0.505
C -4.226 2.232 1.251
C -3.730 0.844 0.951
N -2.944 -1.575 0.220
H -3.939 -3.976 1.120
H -2.309 -4.557 1.136
H -3.148 -4.615 -0.380
H -0.500 -3.277 -0.675
H 1.134 -1.129 -0.003
H 2.158 0.451 -2.114
H 3.127 -0.695 -1.453
H 2.074 1.450 0.455
H 4.296 2.311 0.338
H 4.498 1.698 -1.399
H 5.403 -0.392 -0.505
H 6.282 0.887 0.583
H 4.595 0.645 2.427
H 4.760 -0.975 1.544
H -1.956 1.532 -1.942
H -2.890 3.952 -1.314
H -4.407 4.078 0.615
H -4.897 2.156 2.135
H -3.879 0.084 1.759

# 6
19
Properties=species:S:1:pos:R:3 method="wB97M-V/def2-TZVPD" orbital_gap_ev=9.613 homo_energy_ev=-8.63 smiles=NCCNCCO
N 0.008 1.471 2.053
C -0.699 0.145 2.000
C -1.372 -0.050 0.622
N -0.590 0.286 -0.533
C -0.147 -0.756 -1.449
C 1.341 -0.839 -1.640
O 1.916 0.406 -2.058
H 0.628 1.512 2.857
H 0.646 1.588 1.275
H 0.072 -0.598 2.193
H -1.442 0.322 2.769
H -2.280 0.542 0.698
H -1.628 -1.110 0.602
H 0.057 1.033 -0.359
H -0.573 -0.520 -2.430
H -0.589 -1.725 -1.213
H 1.918 -1.328 -0.855
H 1.487 -1.471 -2.528
H 1.246 1.093 -2.004

# 7
86
Properties=species:S:1:pos:R:3 method="wB97M-V/def2-TZVPD" orbital_gap_ev="5.014 / 5.710" homo_energy_ev="-6.21 / -6.22" multiplicity=7
Eu -0.030 0.401 0.211
C -4.707 0.745 -2.588
N -4.199 -0.635 -2.388
C -5.141 -1.532 -1.649
C -4.400 -2.152 -0.470
N -4.025 -1.300 0.683
C -5.051 -0.385 1.097
C -3.041 -1.709 1.510
C -3.366 -1.669 2.928
C -2.419 -1.706 3.952
C -1.087 -1.739 3.558
C -0.759 -1.813 2.179
C -1.675 -1.925 1.130
S -1.058 -2.219 -0.480
C -3.025 -1.149 -2.888
C -2.949 -2.513 -3.275
C -1.857 -3.072 -3.938
C -0.812 -2.252 -4.295
C -0.774 -0.972 -3.711
C -1.745 -0.366 -2.994
S -1.430 1.131 -2.233
H -5.508 0.712 -3.340
H -3.959 1.393 -3.016
H -5.149 1.082 -1.650
H -5.448 -2.372 -2.294
H -6.053 -0.947 -1.351
H -3.456 -2.509 -0.939
H -4.906 -3.104 -0.051
H -5.930 -0.889 1.499
H -5.453 0.232 0.288
H -4.698 0.286 1.855
H -4.389 -1.701 3.252
H -2.635 -1.808 4.993
H -0.254 -1.698 4.260
H 0.268 -1.791 1.868
H -3.787 -3.139 -3.028
H -2.049 -4.093 -4.242
H -0.046 -2.514 -5.075
H 0.138 -0.403 -3.922
C -2.646 3.567 2.605
C -2.093 3.593 3.842
C -0.907 2.911 4.145
C -0.298 2.188 3.131
C -0.898 2.167 1.889
C -1.977 2.913 1.555
C 1.118 1.739 3.191
C 2.004 2.405 4.031
C 3.300 1.990 4.152
C 3.670 0.768 3.542
C 4.939 0.271 3.710
C 5.410 -0.809 3.001
C 4.466 -1.502 2.177
C 3.136 -1.062 2.019
C 2.704 0.116 2.688
N 1.477 0.683 2.435
H -3.538 4.153 2.403
H -2.652 4.108 4.639
H -0.586 2.771 5.186
H -2.348 3.107 0.520
H 1.646 3.363 4.491
H 4.119 2.476 4.790
H 5.625 0.732 4.410
H 6.461 -1.086 2.991
H 4.736 -2.386 1.603
H 2.430 -1.520 1.357
C 2.614 -1.764 -2.230
N 3.333 -0.573 -2.511
C 4.363 -0.661 -3.514
C 4.570 0.690 -4.258
C 4.652 1.818 -3.211
N 3.638 1.717 -2.142
C 3.373 2.938 -1.494
C 3.034 0.566 -1.779
O 2.257 0.510 -0.783
H 2.494 -2.412 -3.118
H 1.628 -1.494 -1.930
H 3.065 -2.389 -1.416
H 4.005 -1.372 -4.244
H 5.235 -1.121 -3.049
H 3.652 0.853 -4.914
H 5.471 0.670 -4.902
H 4.513 2.787 -3.754
H 5.661 1.911 -2.769
H 4.240 3.237 -0.905
H 2.567 2.785 -0.797
H 3.203 3.745 -2.223